1.
{"formula": "C38H29BrN3O10PSW", "method": "the ωB97M-V functional and the def2-TZVPD basis", "relative_energy_kj_mol": 241.2, "multiplicity": 3, "homo_energy_ev": [-6.2, -8.5], "elements": ["H", "C", "S", "H", "C", "C", "H", "C", "C", "O", "O", "H", "H", "C", "O", "O", "C", "H", "C", "W", "H", "C", "C", "C", "H", "H", "C", "H", "H", "H", "C", "C", "C", "H", "O", "C", "C", "C", "C", "C", "O", "O", "C", "H", "C", "C", "H", "H", "O", "H", "C", "H", "H", "H", "C", "H", "C", "P", "C", "O", "C", "C", "C", "C", "C", "H", "H", "N", "N", "C", "C", "H", "C", "H", "N", "H", "H", "H", "O", "H", "C", "C", "C", "Br"], "xyz": [[-3.956, 0.972, 3.747], [-3.724, -2.452, 0.685], [2.527, -0.691, -3.231], [0.582, 4.606, 3.937], [3.955, -1.681, -3.549], [-3.290, -1.917, -2.044], [0.606, -3.764, -2.459], [3.496, -4.109, 0.053], [3.181, -5.192, -0.798], [-1.509, 0.463, -3.555], [2.591, -0.389, -1.737], [-2.614, 0.711, -1.041], [-1.551, -2.851, 2.093], [1.231, 1.097, 2.345], [-7.049, -2.429, -0.504], [-0.469, 0.149, 0.276], [3.948, -1.872, 1.662], [-5.439, 2.877, 3.204], [0.190, 3.115, -0.746], [0.647, -0.952, -0.925], [-3.913, -2.674, 1.726], [1.492, 2.668, 4.195], [-4.563, -2.083, -1.555], [2.328, 3.960, -1.501], [2.151, -0.746, 2.757], [4.165, -1.015, 2.283], [1.409, -3.903, -1.748], [-2.844, 3.990, 0.004], [-5.423, -2.003, -2.204], [2.333, 0.726, 4.178], [-2.222, 2.262, 1.131], [-2.192, -1.995, -1.163], [1.728, 1.442, 3.637], [-1.890, 0.610, 2.460], [0.231, 0.518, -2.130], [0.754, 3.628, 3.511], [-4.769, -2.345, -0.197], [0.224, 3.274, 2.288], [-1.080, 0.761, -2.482], [1.581, 3.051, -0.771], [-6.285, -2.764, 1.483], [2.586, 0.454, -4.078], [-4.214, 3.550, 1.576], [5.189, -4.999, 1.068], [-1.308, -2.491, 1.086], [2.872, -1.835, 0.801], [-0.387, 4.014, 1.781], [3.778, -6.094, -0.738], [1.360, -1.585, -3.332], [2.282, 5.706, -2.747], [1.725, -0.187, 1.933], [1.876, -5.916, -2.341], [3.735, -2.273, -4.434], [4.802, -1.025, -3.733], [-2.426, -2.270, 0.200], [-1.508, 4.213, -1.521], [1.698, 4.986, -2.188], [-0.733, 1.786, 0.162], [-3.709, 1.636, 2.929], [-0.121, -2.354, 0.784], [-2.552, 1.426, 2.195], [4.563, -4.120, 0.986], [-4.541, 2.704, 2.624], [-3.069, 3.321, 0.824], [4.783, -3.008, 1.745], [-2.336, 2.289, -1.729], [2.096, 2.268, -0.232], [-6.142, -2.518, 0.300], [1.698, -2.883, -0.969], [2.699, -2.960, -0.053], [2.141, -5.102, -1.683], [5.609, -2.985, 2.443], [-0.431, 4.129, -1.475], [-0.190, 5.869, -2.699], [1.919, -0.803, 0.728], [3.405, 3.865, -1.532], [4.146, -2.329, -2.697], [-3.096, -1.685, -3.082], [-0.986, -1.812, -1.634], [-4.853, 4.390, 1.336], [0.393, 2.022, 1.689], [0.316, 5.075, -2.165], [-1.825, 1.404, -1.350], [2.190, 3.069, 5.910]], "forces_ev_per_a": [[0.0, 0.0, 0.0], [0.0, 0.1, -0.2], [-0.3, -0.2, 0.2], [0.0, 0.0, 0.0], [0.1, 0.0, 0.0], [0.0, 0.0, 0.2], [0.0, 0.0, 0.0], [0.2, -0.1, -0.1], [0.0, 0.0, 0.0], [0.0, 0.2, -0.1], [-0.3, 0.2, -0.2], [0.0, 0.0, 0.0], [0.1, -0.1, 0.1], [0.0, 0.0, 0.1], [0.1, 0.1, 0.1], [0.3, -0.1, -0.1], [0.0, 0.0, 0.0], [0.0, 0.0, 0.0], [-0.1, 0.1, -0.1], [0.9, 0.8, 0.7], [0.0, 0.0, 0.0], [0.0, 0.0, 0.0], [0.0, 0.0, -0.1], [0.0, 0.0, 0.0], [0.0, 0.0, 0.0], [0.0, 0.0, 0.0], [0.2, -0.1, 0.1], [0.0, 0.0, 0.0], [0.0, 0.0, 0.0], [0.0, 0.0, 0.0], [0.0, 0.0, 0.0], [-0.1, 0.2, -0.3], [0.0, 0.0, 0.0], [0.0, 0.0, 0.0], [-0.2, -0.2, -0.3], [0.0, 0.0, 0.1], [-0.1, 0.0, 0.1], [0.0, 0.0, -0.1], [0.6, -0.1, 0.3], [0.0, 0.0, 0.0], [0.0, 0.1, -0.1], [0.1, 0.0, 0.0], [0.0, 0.0, 0.0], [0.0, 0.0, 0.0], [-0.1, 0.1, -0.3], [0.1, -0.2, -0.1], [0.0, 0.0, 0.0], [0.0, 0.0, 0.0], [0.1, 0.0, -0.1], [0.0, 0.0, 0.0], [0.0, 0.0, 0.0], [0.0, 0.0, 0.0], [0.0, 0.0, 0.0], [0.0, 0.0, 0.0], [0.3, -0.1, 0.3], [0.0, 0.0, 0.0], [0.0, 0.0, 0.0], [-0.1, -0.5, 0.0], [0.0, 0.0, 0.0], [-0.3, 0.0, 0.1], [0.0, -0.1, 0.0], [-0.1, 0.0, -0.1], [0.0, 0.0, 0.0], [0.0, 0.0, 0.0], [0.0, 0.1, 0.0], [0.0, 0.0, 0.0], [0.0, -0.1, 0.1], [0.1, -0.2, 0.0], [-0.4, 0.0, 0.1], [-0.1, 0.1, 0.0], [-0.1, 0.2, 0.0], [0.0, 0.0, 0.0], [0.0, 0.0, 0.0], [0.0, 0.0, 0.0], [-0.3, 0.0, -0.1], [0.0, 0.0, 0.0], [-0.1, 0.0, 0.0], [0.0, 0.0, 0.0], [-0.4, -0.4, -0.2], [0.0, 0.0, 0.0], [0.1, 0.2, 0.1], [0.0, 0.0, 0.0], [-0.2, 0.0, -0.1], [0.0, 0.0, 0.0]], "lowdin_spin": [0.00, 0.00, 0.00, 0.01, 0.00, 0.01, 0.00, 0.00, 0.01, 0.00, 0.03, 0.00, 0.00, 0.03, 0.00, 0.07, 0.02, 0.00, 0.00, 0.95, 0.00, 0.00, 0.00, 0.00, 0.02, 0.00, 0.01, 0.00, 0.00, 0.00, 0.00, 0.01, 0.07, 0.00, 0.03, 0.09, 0.01, -0.01, 0.00, 0.00, 0.00, 0.01, 0.00, 0.00, 0.01, 0.01, 0.00, 0.00, 0.01, 0.00, 0.36, 0.00, 0.00, 0.00, 0.01, 0.00, 0.00, 0.01, 0.00, 0.02, 0.00, 0.02, 0.00, 0.00, 0.00, 0.00, 0.00, 0.00, 0.00, 0.00, 0.00, 0.00, 0.00, 0.00, 0.07, 0.00, 0.00, 0.00, 0.04, 0.00, 0.10, 0.00, 0.00, -0.01]}


2.
{"formula": "C5H6N2O2", "method": "the ωB97M-V functional and the def2-TZVPD basis", "relative_energy_kj_mol": 399.0, "smiles": "Cn1cccc1[N+](=O)[O-]", "homo_energy_ev": -9.3, "elements": ["H", "C", "H", "C", "C", "C", "O", "H", "O", "N", "H", "N", "C", "H", "H"], "xyz": [[-0.052, -2.179, -0.724], [1.503, 0.536, 0.006], [1.608, 2.738, -0.054], [0.942, 1.789, -0.004], [0.552, -1.766, 0.130], [-0.436, 1.682, -0.099], [-2.121, -1.415, -0.291], [-1.158, 2.428, -0.181], [-2.957, 0.545, 0.105], [-2.029, -0.219, -0.052], [2.542, 0.126, 0.185], [0.415, -0.366, -0.013], [-0.760, 0.321, -0.060], [1.743, -2.076, -0.003], [0.208, -2.144, 1.055]], "forces_ev_per_a": [[0.9, -0.3, 1.1], [-1.2, -2.0, 0.8], [-1.6, -1.7, 0.2], [2.5, 2.4, -0.7], [2.8, -2.0, -2.8], [-0.2, -1.5, 0.4], [-0.5, -0.3, 0.3], [-0.8, 1.1, 0.0], [-0.4, 0.0, 0.2], [-0.7, -0.6, -0.8], [-1.6, 0.7, -0.5], [1.8, 1.2, 0.5], [2.7, 2.5, 0.1], [-3.2, 0.9, 0.3], [-0.4, -0.3, 1.0]], "nbo_charge": [0.24, -0.03, 0.24, -0.30, -0.40, -0.22, -0.41, 0.24, -0.37, 0.51, 0.23, -0.31, 0.15, 0.20, 0.21]}